Record 1
Density functional theory data (the ωB97M-V functional and the def2-TZVPD basis) for the molecule C18H19NO3.

HOMO energy: -8.767 eV
Energy above the lowest of the compared OMol25 structures with the same formula, charge and spin: 1.692 eV
Spin multiplicity: 1
Kohn-Sham gap: 9.429 eV
LUMO: 0.02433 hartree

Last column: Mulliken charge in e.
Atoms and positions in Å:
O: 2.9237 0.9488 2.6667  -0.655
C: 1.8458 0.4327 2.4396  0.232
N: 1.3690 -0.6024 3.1756  0.037
C: 2.1899 -1.1860 4.2182  -0.751
H: 3.0586 -0.5429 4.3641  0.450
C: 2.6198 -2.5940 3.7982  -0.547
H: 3.1441 -3.0991 4.6103  0.350
O: 1.4997 -3.3978 3.4921  -0.380
C: 0.7361 -2.8313 2.4548  -0.605
H: -0.1032 -3.5081 2.2872  0.349
C: 0.2356 -1.4288 2.8312  -0.484
H: -0.3151 -0.9915 1.9990  0.397
H: -0.4227 -1.5051 3.7048  0.232
H: 1.3394 -2.7629 1.5357  0.334
H: 3.2821 -2.5256 2.9220  0.324
H: 1.6030 -1.2385 5.1414  0.299
C: 0.9400 0.9373 1.3590  0.098
C: 1.3409 0.8419 0.0391  -0.391
C: 0.5429 1.3565 -0.9839  0.508
C: -0.6560 1.9831 -0.6620  -0.266
C: -1.0408 2.0907 0.6647  -0.915
C: -0.2584 1.5715 1.6775  -0.142
H: -0.5625 1.6627 2.7093  0.472
H: -1.9698 2.5868 0.9038  0.399
H: -1.2973 2.3851 -1.4299  0.356
O: 1.0292 1.1915 -2.2433  -0.407
C: 0.3077 1.7308 -3.3294  -0.861
C: -1.0193 1.0582 -3.5898  0.406
C: -1.2266 -0.2621 -3.2153  -0.139
C: -2.4416 -0.8759 -3.4630  -0.605
C: -3.4563 -0.1789 -4.0956  -0.399
C: -3.2524 1.1362 -4.4788  -0.523
C: -2.0411 1.7534 -4.2239  -0.381
H: -1.8851 2.7819 -4.5187  0.373
H: -4.0404 1.6845 -4.9735  0.374
H: -4.4041 -0.6582 -4.2899  0.380
H: -2.5945 -1.9022 -3.1632  0.382
H: -0.4318 -0.8050 -2.7251  0.426
H: 0.9676 1.5769 -4.1915  0.344
H: 0.1667 2.8128 -3.1984  0.412
H: 2.2774 0.3730 -0.2192  0.520

=====

Record 2
Density functional theory data (the ωB97M-V functional and the def2-TZVPD basis) for the molecule C18H19NO3.

HOMO energy: -8.646 eV
Energy above the lowest of the compared OMol25 structures with the same formula, charge and spin: 1.123 eV
Spin multiplicity: 1
Kohn-Sham gap: 9.400 eV
LUMO: 0.02771 hartree

Last column: Mulliken charge in e.
Atoms and positions in Å:
O: -0.8586 -3.4912 1.4342  -0.702
C: -0.4898 -2.7881 0.5134  0.539
N: -0.8874 -1.5145 0.3609  0.066
H: -0.4896 -0.9298 -0.3610  0.286
C: -1.7231 -0.8413 1.3385  -1.119
C: -2.5844 0.1732 0.6422  0.367
C: -3.6946 -0.2335 -0.0877  -0.349
C: -4.4618 0.6927 -0.7707  -0.552
C: -4.1243 2.0357 -0.7347  -0.447
C: -3.0175 2.4478 -0.0129  -0.608
C: -2.2503 1.5205 0.6709  -0.236
H: -1.3854 1.8458 1.2320  0.403
H: -2.7494 3.4938 0.0179  0.413
H: -4.7238 2.7590 -1.2675  0.389
H: -5.3258 0.3678 -1.3317  0.382
H: -3.9548 -1.2817 -0.1152  0.425
H: -2.3207 -1.6109 1.8351  0.447
H: -1.0948 -0.3498 2.0933  0.372
C: 0.4454 -3.3532 -0.5555  -0.628
H: 1.2602 -3.8449 -0.0197  0.274
H: -0.1201 -4.1513 -1.0451  0.423
C: 1.0047 -2.4417 -1.6498  -1.052
C: 1.8745 -1.2556 -1.2073  0.179
C: 2.6004 -1.4462 0.1279  -0.437
H: 3.2609 -2.3135 0.0932  0.272
O: 3.4245 -0.3348 0.4015  -0.449
C: 2.7873 0.8677 0.2347  0.392
C: 3.3377 2.0046 0.8132  -0.682
C: 2.7023 3.2249 0.6897  -0.501
C: 1.5062 3.3213 -0.0040  -0.614
C: 0.9605 2.2018 -0.6017  -0.649
C: 1.6031 0.9755 -0.4960  0.652
O: 1.0392 -0.1059 -1.1306  -0.508
H: 0.0393 2.2512 -1.1608  0.510
H: 1.0020 4.2713 -0.0897  0.419
H: 3.1378 4.1012 1.1441  0.390
H: 4.2616 1.9020 1.3594  0.447
H: 1.8657 -1.5715 0.9339  0.275
H: 2.6392 -1.0586 -1.9758  0.488
H: 0.1883 -2.0313 -2.2488  0.292
H: 1.6067 -3.0695 -2.3098  0.431

=====

Record 3
Density functional theory data (the ωB97M-V functional and the def2-TZVPD basis) for the molecule C18H19NO3S.

HOMO energy: -7.987 eV
Energy above the lowest of the compared OMol25 structures with the same formula, charge and spin: 0.892 eV
Spin multiplicity: 1
Kohn-Sham gap: 8.615 eV
LUMO: 0.02309 hartree

Last column: Mulliken charge in e.
Atoms and positions in Å:
C: 3.8378 -2.5766 -3.7145  -0.801
H: 4.4888 -3.1697 -4.3548  0.228
O: 3.5715 -3.3845 -2.5916  -0.462
C: 2.7669 -2.8817 -1.6167  0.617
C: 2.1827 -1.6259 -1.6322  -0.181
C: 1.3664 -1.1755 -0.5956  -0.582
C: 1.1251 -2.0203 0.4995  0.806
C: 1.7148 -3.2818 0.5108  -0.629
C: 2.5210 -3.7092 -0.5231  -0.849
H: 2.9700 -4.6891 -0.4989  0.442
H: 1.5489 -3.9526 1.3380  0.387
O: 0.3170 -1.5771 1.5185  -0.572
C: 0.0469 -2.4325 2.6046  -1.039
H: -0.6206 -1.8702 3.2567  0.287
H: 0.9585 -2.6858 3.1540  0.363
H: -0.4552 -3.3485 2.2803  0.370
C: 0.8242 0.2047 -0.8045  0.943
O: 1.0572 0.8249 -1.8297  -0.763
N: 0.0738 0.7250 0.1878  -0.026
H: -0.1015 0.1803 1.0169  0.421
C: -0.5316 2.0352 0.0940  -0.102
C: -2.0219 1.9446 0.3394  0.092
C: -2.6986 0.8164 -0.1158  -0.349
C: -4.0556 0.6519 0.0800  -0.943
C: -4.7749 1.6310 0.7470  -0.511
C: -4.1292 2.7652 1.1904  -0.746
C: -2.7611 2.9339 0.9850  0.501
S: -2.0882 4.4453 1.6023  -0.221
C: -0.3985 4.3939 0.9269  -0.665
C: 0.1758 2.9990 1.0520  -0.918
H: 0.0662 2.6437 2.0800  0.421
H: 1.2397 3.0162 0.8054  0.365
H: -0.4350 4.7183 -0.1136  0.391
H: 0.1675 5.1193 1.5105  0.439
H: -4.6721 3.5461 1.7012  0.386
H: -5.8354 1.5153 0.9121  0.378
H: -4.5497 -0.2349 -0.2870  0.387
H: -2.1368 0.0566 -0.6391  0.415
H: -0.3537 2.3677 -0.9393  0.446
H: 2.3286 -0.9362 -2.4488  0.619
H: 4.3502 -1.6524 -3.4308  0.328
H: 2.9203 -2.3297 -4.2571  0.329

=====

Record 4
Density functional theory data (the ωB97M-V functional and the def2-TZVPD basis) for a structure of composition C18H19NO5S at a distorted geometry.

HOMO energy: -8.388 eV
Energy above the lowest of the compared OMol25 structures with the same formula, charge and spin: 19.459 eV
Spin multiplicity: 1
Kohn-Sham gap: 7.566 eV
LUMO: -0.03020 hartree

Last column: Mulliken charge in e.
Atoms and positions in Å:
C: -3.2018 -2.6853 1.6276  -0.869
H: -3.7182 -3.1966 0.7890  0.415
O: -1.7669 -2.4430 1.0757  -0.470
C: -1.6310 -1.8184 -0.0399  0.394
C: -2.6497 -1.3295 -0.9091  0.160
C: -2.3938 -0.4890 -1.8195  -1.878
C: -1.1079 -0.4025 -2.0883  0.424
C: -0.0536 -0.8927 -1.6433  -1.126
C: -0.3977 -1.6433 -0.4988  1.240
C: 0.7794 -2.4048 0.3774  -2.270
N: 1.8809 -1.3592 0.4712  -0.056
C: 2.9131 -1.7140 -0.4092  0.434
O: 3.2197 -3.0135 -1.0487  -0.701
C: 4.0653 -0.5835 -0.2584  -1.038
H: 4.5429 -0.6424 0.5465  0.681
H: 4.7051 -0.8773 -0.9633  0.433
O: 3.4309 0.4106 -0.4934  -0.228
C: 3.4968 1.4947 0.4446  0.781
O: 4.3201 1.5714 1.2834  -0.539
C: 2.7651 2.8494 0.0524  -1.369
H: 2.7302 3.4730 0.7005  0.812
C: 1.2573 2.6149 -0.4018  -0.803
C: 0.5819 1.8659 0.5360  1.351
O: 1.0760 1.0919 1.4756  -0.864
C: -0.8604 2.0399 0.2038  0.541
C: -1.6521 1.2642 1.2897  -1.121
C: -3.0655 1.3712 1.0343  -0.689
C: -3.1753 2.5737 -0.0479  -0.569
S: -1.7906 2.8175 -0.5886  -0.506
H: -4.0834 2.7734 -0.3572  0.606
H: -3.8965 1.2854 1.5508  0.730
H: -1.4311 0.5629 1.9579  0.630
H: 0.9006 3.4908 -0.7948  0.750
H: 1.3895 1.7647 -1.4746  0.143
H: 3.3408 3.2018 -0.8612  0.289
H: 1.8896 -0.4553 0.9461  0.280
H: 0.4082 -2.5624 1.2244  0.935
H: 1.0111 -3.2821 0.1679  0.769
H: 0.9835 -0.7898 -1.8071  0.728
H: -0.8727 0.4383 -3.0283  -0.008
H: -3.0397 0.0069 -2.2767  0.929
H: -3.8526 -1.1638 -0.2389  0.119
H: -3.8024 -1.7651 1.8326  0.244
H: -3.2451 -3.4490 2.4614  0.284

=====

Record 5
Density functional theory data (the ωB97M-V functional and the def2-TZVPD basis) for a cluster of 2 separate species, C18H19O3S2 in total at a distorted geometry.

HOMO energy: -2.886 eV
Spin multiplicity: 1
Total charge: -1
Kohn-Sham gap: 5.554 eV
LUMO: 0.09804 hartree

Last column: Mulliken charge in e.
Atoms and positions in Å:
C: -2.2496 3.0910 -2.5052  -0.734
C: -1.3430 1.9651 -2.0300  -0.617
C: -1.7960 1.4289 -0.6707  0.722
O: -2.2368 0.2854 -0.6261  -0.528
C: -1.9947 2.4241 0.4839  -0.423
C: -2.8975 3.5846 0.0802  -0.841
S: -2.4352 4.5118 -1.4087  -0.180
H: -1.8639 3.5415 -3.4229  0.381
H: -3.2556 2.7170 -2.7339  0.378
H: -1.4727 1.1317 -2.7336  0.299
H: -0.2834 2.2661 -2.0011  0.292
H: -2.5143 1.8896 1.2900  0.097
H: -1.0250 2.8053 0.8483  0.315
H: -3.9392 3.2620 -0.0293  0.400
H: -2.9026 4.3751 0.8340  0.386
C: 5.1659 -2.7924 -1.3758  -0.354
C: 4.9198 -1.4258 -1.5297  -0.541
C: 3.6314 -0.9146 -1.3233  -0.253
C: 2.5933 -1.7920 -0.9849  -0.193
S: 0.8741 -1.2316 -0.9092  1.486
C: 0.6766 -0.4391 0.6199  -0.971
C: -0.3257 -0.8455 1.5636  0.674
C: -0.0446 -0.8666 2.9636  -0.726
C: -1.0563 -0.7069 3.9022  -0.242
C: -2.3876 -0.5289 3.4975  -0.467
C: -2.6774 -0.6863 2.1428  -0.606
C: -1.7061 -1.1341 1.2646  -0.447
O: 0.7695 -0.3133 -2.0291  -0.716
O: 0.1388 -2.4770 -0.9213  -0.767
C: 2.8582 -3.1466 -0.7454  -0.329
C: 4.1456 -3.6465 -0.9558  -0.555
H: 6.1476 -3.1983 -1.5914  0.355
H: 5.7151 -0.7453 -1.8351  0.343
H: 3.4214 0.1513 -1.4387  0.355
H: 1.6616 -0.0325 0.9507  0.377
H: 0.9923 -0.9546 3.2873  0.323
H: -0.8338 -0.6815 4.9700  0.338
H: -3.1817 -0.2830 4.2027  0.338
H: -3.6765 -0.4472 1.7896  0.433
H: -1.9870 -1.6193 0.3285  0.465
H: 2.0556 -3.8097 -0.4176  0.398
H: 4.3196 -4.7120 -0.8006  0.336

=====

Number 1 is which compound? C18H19NO3

=====

LUMO of number 1 (C18H19NO3)? 0.02433 hartree

=====

Among the records above, which one has the highest LUMO? C18H19O3S2